Computed, not measured: C14H25N5PdS as an isolated structure, with ωB97M-V with the def2-TZVPD basis set.

Last column: natural (NBO) charge in e.
CARTESIAN COORDINATES (ANGSTROEM)
Pd 0.01421 0.32759 -1.38023  0.851
C -0.74848 -2.50691 -0.66962  -0.422
N -0.35685 -1.66425 -1.81959  -0.389
C -1.49634 -1.57170 -2.76475  -0.445
C 0.84326 -2.23305 -2.49028  -0.251
C 1.43627 -1.18594 -3.39080  -0.251
N 1.67164 0.06439 -2.61146  -0.369
C 2.01982 1.16459 -3.54181  -0.428
C 2.78367 -0.10334 -1.63838  -0.442
H -1.00757 -3.51012 -1.01603  0.223
H -1.61243 -2.06754 -0.17538  0.224
H 0.07444 -2.56550 0.03782  0.228
H -1.71618 -2.55961 -3.17683  0.232
H -1.27336 -0.88718 -3.58013  0.223
H -2.37724 -1.21938 -2.23019  0.226
H 0.57610 -3.12820 -3.05785  0.242
H 1.54579 -2.53445 -1.71589  0.228
H 0.76018 -0.93687 -4.20692  0.226
H 2.37547 -1.53322 -3.82993  0.242
H 2.92087 0.89422 -4.09717  0.226
H 2.21738 2.07408 -2.98051  0.233
H 1.20205 1.33081 -4.23963  0.230
H 3.69455 -0.38113 -2.17459  0.227
H 2.54902 -0.86605 -0.90141  0.218
H 2.94568 0.84141 -1.12494  0.237
N -2.36514 2.39902 -0.45464  -0.760
C -1.20834 3.07293 -0.43255  0.367
N -0.99593 3.93604 0.53529  -0.718
S -0.02187 2.69210 -1.62150  -0.192
H -3.08321 2.58888 0.23135  0.415
H -2.68582 2.06027 -1.34827  0.430
H -1.71610 4.19850 1.19269  0.422
H -0.11978 4.43392 0.57932  0.442
N -0.22313 0.14427 1.01363  -0.518
C -0.33147 0.08587 2.15736  0.465
C -0.44337 0.01355 3.58089  -0.252
C 0.60559 0.47014 4.38156  -0.147
C 0.48627 0.38917 5.75645  -0.196
C -0.66544 -0.14087 6.32533  -0.138
C -1.70728 -0.59456 5.52488  -0.215
C -1.60257 -0.52110 4.14859  -0.099
H 1.49835 0.87811 3.92698  0.231
H 1.29247 0.73729 6.38683  0.244
H -0.75147 -0.20278 7.40170  0.243
H -2.59879 -1.00781 5.97532  0.243
H -2.40492 -0.87557 3.51529  0.219

Forces on atoms 1 to 3 (eV/Å):
Pd 0.1 0.2 0.5
C 0.0 0.0 0.0
N 0.1 -0.1 0.2

Calculated values
net charge: +2
HOMO energy: -14.8899 eV
Kohn-Sham gap: 0.2689 hartree
F_max: 0.8 eV/A



Computed, not measured: C25H43N2NiO12S2Sb as an isolated structure in a non-equilibrium geometry, with ωB97M-V with the def2-TZVPD basis set.

Last column: Mulliken spin population.
CARTESIAN COORDINATES (ANGSTROEM)
Ni -7.96268 13.60459 13.13824  0.971
O -6.45558 10.66904 15.25896  0.002
C -6.46133 11.72060 14.61744  -0.008
O -7.54550 12.40158 14.46171  0.030
C -5.16177 12.28121 14.07213  -0.008
C -3.99748 11.89047 14.72322  0.002
C -2.73604 12.20331 14.20956  -0.004
C -2.58148 13.07296 13.17777  -0.005
C -3.68231 13.64262 12.56423  0.005
C -5.03295 13.28626 12.94809  0.019
O -6.08648 13.65788 12.36245  0.010
N -3.41636 14.68069 11.65411  0.003
O -4.16658 14.86522 10.68434  0.001
O -2.40679 15.38417 11.81822  -0.001
N -1.61310 11.53963 14.75512  0.007
O -0.51184 11.67947 14.26703  -0.001
O -1.80044 10.87266 15.74787  0.000
H -4.04932 11.14623 15.45274  0.002
H -1.57624 13.32367 12.88568  0.000
O -12.22168 10.27000 6.32300  0.000
S -10.99121 10.97336 6.75296  0.000
O -10.56260 10.60764 8.13858  0.000
O -10.81069 12.37743 6.37261  0.000
O -9.78696 10.24037 5.90342  0.000
C -6.67047 16.89227 12.66838  -0.002
C -7.21545 16.74594 11.25275  0.003
C -8.63768 16.31495 11.06844  -0.003
S -9.10248 14.64518 11.56501  0.022
O -10.61250 14.70661 11.51973  0.004
C -8.56462 13.66661 10.16337  -0.039
C -9.24915 13.87127 8.82134  -0.003
C -8.39849 14.47048 7.77389  0.000
H -5.73465 17.39318 12.61566  0.000
H -6.51707 15.89776 13.18538  0.001
H -7.30063 17.58483 13.24544  0.001
H -6.64794 15.97934 10.68598  -0.001
H -7.07755 17.60092 10.66460  0.000
H -8.92777 16.34367 9.99588  0.000
H -9.36322 16.89788 11.65654  -0.001
H -8.77057 12.64713 10.52673  0.020
H -7.49882 13.86111 10.11158  -0.001
H -10.23358 14.42455 9.01420  0.001
H -9.68865 12.88199 8.58315  0.000
H -8.01974 15.43775 8.11398  0.000
H -8.97283 14.56800 6.83154  0.000
H -7.50323 13.89387 7.57080  0.000
C -9.17801 7.74799 7.83499  0.000
C -7.82171 8.26853 7.41417  0.012
C -7.01571 8.30216 8.68390  0.013
C -7.08936 7.30375 6.44689  0.000
Sb -8.05872 10.37842 6.94182  0.001
C -4.72190 10.02118 10.99647  0.806
C -3.64705 9.25016 11.71664  -0.002
C -4.43193 11.39892 10.34001  -0.034
C -6.09124 9.84415 11.48856  -0.041
C -7.04065 10.58920 4.93152  0.000
C -7.79986 9.66789 3.98908  0.000
C -5.54537 10.29882 4.95063  0.000
C -7.30417 12.02591 4.38293  0.000
H -8.95892 6.78177 8.27819  0.001
H -9.80838 7.55454 6.96758  0.000
H -9.71467 8.35528 8.61865  0.000
H -6.91875 7.27543 9.04355  0.006
H -7.42393 8.89862 9.44226  -0.021
H -5.95427 8.57103 8.44334  0.000
H -7.08120 6.29255 6.88951  0.000
H -6.09543 7.69605 6.29588  0.000
H -7.60067 7.24694 5.52038  0.000
H -3.94393 8.24072 11.96905  0.016
H -3.35745 9.58706 12.76947  0.064
H -2.78462 9.24811 11.13766  0.007
H -4.59240 11.40049 9.29652  0.036
H -3.41912 11.64586 10.47425  0.009
H -5.01251 12.22889 10.75623  0.018
H -6.46456 8.85930 11.39291  0.018
H -6.74686 10.49325 10.87593  -0.007
H -6.14851 10.20322 12.51066  0.075
H -7.70494 8.61203 4.26898  0.000
H -7.34191 9.80285 2.99950  0.000
H -8.86963 9.98383 3.96340  0.000
H -5.23592 9.85716 3.99521  0.000
H -5.25570 9.64747 5.73870  0.000
H -4.85322 11.18680 5.05650  0.000
H -8.41263 12.23650 4.42596  0.000
H -7.00121 12.18050 3.37582  0.000
H -6.83320 12.78334 5.03846  0.000

Forces on atoms 1 to 3 (eV/Å):
Ni -0.1 0.4 -0.4
O 0.7 0.3 -0.4
C -1.0 -0.2 0.6

Calculated values
⟨S²⟩: 2.011
spin multiplicity: 3
net charge: -2
HOMO energy (alpha / beta): -2.9494 / -3.6867 eV
Kohn-Sham gap (alpha / beta): 0.2447 / 0.2717 hartree
F_max: 3.3 eV/A



The records above yield energy above the lowest of the compared OMol25 structures with the same formula, charge and spin values of 102.1; 0.0 kJ/mol, respectively.